## a
2 unconnected molecules or ions with the total composition C3H10OS2. Source: the Open Molecules 2025 dataset; level of theory: ωB97M-V with the def2-TZVPD basis set.

Each line ends with the natural charge from an NBO analysis.
Atoms and positions in Å:
H 2.759 -2.413 -1.352  0.22
C 0.415 0.013 -0.337  -0.58
H 2.306 0.351 -1.245  0.20
H -2.856 1.725 2.620  0.49
C 1.637 -0.508 -1.104  -0.40
S -2.295 1.121 -0.339  -0.17
H 1.839 -2.415 0.167  0.21
H -2.732 2.375 -0.732  0.16
O -3.800 1.784 2.790  -0.98
H 3.266 -1.347 0.202  0.22
S -0.311 1.470 -0.944  0.12
C 2.464 -1.718 -0.458  -0.62
H -4.415 0.946 2.649  0.49
H 1.392 -0.690 -2.166  0.21
H -0.350 -0.804 -0.465  0.22
H 0.679 0.108 0.714  0.21

For the LUMO energy, the calculation gives 0.37 eV. Its multiplicity is 1. Its SMILES is CCCSS.O. As for the charge: 0.

***

## b
3 unconnected molecules or ions with the total composition C3H10OS2. Source: the Open Molecules 2025 dataset; level of theory: ωB97M-V with the def2-TZVPD basis set.

Each line ends with the natural charge from an NBO analysis.
Atoms and positions in Å:
H 0.882 0.670 -3.203  0.27
H -1.807 -0.235 1.676  0.25
C -1.119 -0.511 0.907  -0.60
H -0.612 0.699 -2.275  0.24
C 0.455 0.318 -2.254  -0.82
S -1.943 -1.316 -0.438  0.20
H 0.376 -0.766 -2.623  0.24
H 0.423 -1.727 0.251  0.22
H 0.829 -1.019 1.888  0.24
S 1.754 0.512 -0.858  -0.05
H -0.402 -2.301 1.548  0.21
O 0.262 2.119 1.412  -0.99
C -0.004 -1.335 1.289  -0.62
H 0.791 2.943 1.562  0.47
H -0.631 0.345 0.441  0.28
H 0.744 1.604 0.676  0.47

For the LUMO energy, the calculation gives -4.29 eV. Its multiplicity is 1. As for the charge: 0.

***

## c
2 unconnected molecules or ions with the total composition C3H10OS2. Source: the Open Molecules 2025 dataset; level of theory: ωB97M-V with the def2-TZVPD basis set.

Each line ends with the natural charge from an NBO analysis.
Atoms and positions in Å:
C -0.441 -1.636 -0.764  -0.80
S 1.058 0.895 0.252  0.09
H 2.745 -1.372 -1.311  0.46
H -0.499 -2.409 -1.507  0.24
S -0.294 -0.049 -1.529  0.10
C -1.670 1.822 0.784  -0.64
H -1.401 -1.641 -0.243  0.21
H -1.651 2.834 1.167  0.22
H -2.599 1.233 0.947  0.22
H 0.395 -1.883 -0.095  0.24
C -0.479 0.948 1.194  -0.55
H -0.150 1.322 2.173  0.22
H -1.633 1.843 -0.321  0.23
H 3.695 -0.606 -0.647  0.46
H -0.780 -0.081 1.299  0.21
O 3.704 -1.221 -1.401  -0.92

For the LUMO energy, the calculation gives -0.98 eV. Its multiplicity is 1. Its SMILES is CCSSC.O. As for the charge: 0.

***

In hartree, relative to the most stable structure: a 0.0000; b 0.1740; c 0.0061.

***

## a
C3H3N5O in the gas phase. Source: the Open Molecules 2025 dataset; level of theory: ωB97M-V with the def2-TZVPD basis set.

Each line ends with the natural charge from an NBO analysis.
Atoms and positions in Å:
O -0.198 -1.011 2.043  -0.49
C 0.426 1.169 -0.408  0.33
N 0.795 2.448 -0.503  -0.78
N 0.739 -1.295 -0.907  -0.13
N -0.267 -1.756 -0.236  -0.20
N -0.980 0.904 -0.349  -0.19
H 1.644 2.845 -0.924  0.42
N -1.450 -0.150 0.257  -0.16
C 1.147 -0.052 -0.706  -0.13
C -0.561 -0.980 0.913  0.70
H -0.112 3.090 -0.785  0.42
H 2.122 0.264 -1.269  0.20

For the LUMO energy, the calculation gives -0.53 eV. Its multiplicity is 1. Its SMILES is Nc1cnnc(=O)nn1. As for the charge: 0.

***

## b
C3H3N5O in the gas phase. Source: the Open Molecules 2025 dataset; level of theory: ωB97M-V with the def2-TZVPD basis set.

Each line ends with the natural charge from an NBO analysis.
Atoms and positions in Å:
N 0.162 -1.318 -0.214  -0.53
N 0.815 1.464 -0.879  -0.17
H 1.704 -1.934 0.918  0.20
N -1.019 1.773 0.718  -0.57
N 2.326 -0.016 0.306  -0.29
O -2.003 -0.513 -0.540  -0.67
N 1.962 0.888 -0.777  0.05
H -1.905 1.433 1.025  0.37
C -0.318 1.054 -0.025  0.29
C 1.457 -1.030 0.329  0.23
C -0.685 -0.380 -0.426  0.56
H -2.496 -1.421 -0.436  0.53

For the LUMO energy, the calculation gives -0.48 eV. Its multiplicity is 1. Its SMILES is [H]/N=c1/nnncnc1O. As for the charge: 0.

***

## c
C3H3N5O in the gas phase. Source: the Open Molecules 2025 dataset; level of theory: ωB97M-V with the def2-TZVPD basis set.

Each line ends with the natural charge from an NBO analysis.
Atoms and positions in Å:
C 0.520 -1.037 -0.743  0.17
N -1.378 1.411 -0.045  -0.36
N -0.751 -0.743 -0.801  -0.45
N 2.418 0.080 0.802  -0.55
C 1.354 0.109 0.081  0.25
O -2.424 -0.420 0.625  -0.65
H 1.225 -2.001 -1.159  0.25
H 2.801 -1.000 0.742  0.32
N 0.951 1.492 -0.284  -0.25
H -3.013 0.107 1.328  0.55
N -0.268 1.922 -0.493  0.05
C -1.437 0.079 -0.053  0.69

For the LUMO energy, the calculation gives -1.06 eV. Its multiplicity is 1. Its SMILES is [H]/N=c1\cnc(O)nnn1. As for the charge: 0.

***

In hartree, relative to the most stable structure: a 0.0180; b 0.0000; c 0.0601.

***

## a
C3H8N4S in the gas phase. Source: the Open Molecules 2025 dataset; level of theory: ωB97M-V with the def2-TZVPD basis set.

Each line ends with the natural charge from an NBO analysis.
Atoms and positions in Å:
S 3.101 0.320 -0.367  0.13
H -1.982 2.132 -0.964  0.34
H 0.562 1.156 0.031  0.17
H -2.632 2.254 0.485  0.35
N 1.742 -0.500 0.413  -0.53
H -1.323 -2.434 -0.346  0.34
C -1.709 -0.646 -0.049  0.44
C -0.630 -0.494 1.017  -0.53
N -2.619 0.396 -0.186  -0.47
H -3.228 0.312 -1.022  0.38
N -1.879 -1.670 -0.743  -0.68
N -2.029 1.686 -0.038  -0.66
H -1.009 0.049 1.880  0.24
C 0.643 0.183 0.477  0.11
H 3.929 -0.714 -0.309  0.12
H -0.265 -1.519 1.320  0.24

For the LUMO energy, the calculation gives 0.80 eV. Its multiplicity is 1. Its SMILES is [H]/N=C(\C/C=N/S)NN. As for the charge: 0.

***

## b
C3H8N4S in the gas phase. Source: the Open Molecules 2025 dataset; level of theory: ωB97M-V with the def2-TZVPD basis set.

Each line ends with the natural charge from an NBO analysis.
Atoms and positions in Å:
N 1.608 0.234 0.863  -0.84
H 2.452 0.737 1.121  0.40
H 0.313 -1.899 0.094  0.23
C 1.212 0.849 -0.332  0.58
S -1.967 1.470 1.736  -0.14
N 2.054 1.437 -1.075  -0.75
N -0.937 -0.251 -0.041  -0.25
H -1.453 -2.244 -0.150  0.21
H -2.322 -0.880 1.236  0.19
H -0.481 -1.650 -1.563  0.21
C -1.788 0.012 0.966  -0.06
H -0.480 0.999 -1.503  0.38
H 0.932 0.288 1.621  0.39
C -0.614 -1.621 -0.472  -0.42
N -0.161 0.734 -0.593  -0.47
H 1.631 1.786 -1.906  0.34

For the LUMO energy, the calculation gives 0.55 eV. Its multiplicity is 1. Its SMILES is [H]/N=C(/N)NN(C)C=S. As for the charge: 0.

***

## c
A molecular structure, C3H8N4S. Source: the Open Molecules 2025 dataset; level of theory: ωB97M-V with the def2-TZVPD basis set.

Each line ends with the natural charge from an NBO analysis.
Atoms and positions in Å:
H 1.441 -3.638 -1.031  0.27
H -1.832 0.830 1.372  0.37
N 0.946 3.112 -0.002  -0.64
H -2.143 0.086 -0.350  0.34
H -0.382 1.621 2.490  0.36
C -0.263 -0.309 0.045  0.27
N -1.452 -0.722 -0.337  -0.71
S 1.110 -1.379 -0.217  0.32
N 0.064 0.919 0.682  -0.38
N -0.935 1.686 1.339  -0.65
C 0.969 1.870 0.042  0.28
H 1.825 1.282 -0.450  0.17
H -0.302 -3.279 -0.712  0.26
H 0.189 -2.742 -2.165  0.25
H 0.093 3.448 0.367  0.35
C 0.671 -2.786 -1.071  -0.87

For the LUMO energy, the calculation gives 0.51 eV. Its multiplicity is 1. As for the charge: 0.

***

In hartree, relative to the most stable structure: a 0.0364; b 0.0000; c 0.1231.

***

## a
C3H2ClF3 in the gas phase. Source: the Open Molecules 2025 dataset; level of theory: ωB97M-V with the def2-TZVPD basis set.

Each line ends with the natural charge from an NBO analysis.
Atoms and positions in Å:
C 0.686 0.399 0.042  0.29
C -1.586 -0.485 0.554  -0.02
F -1.137 1.721 -0.076  -0.31
F 1.467 1.447 -0.168  -0.29
H -1.272 -1.148 1.426  0.20
Cl 1.504 -1.074 0.053  0.06
C -0.629 0.502 0.176  0.24
F -1.732 -1.280 -0.609  -0.37
H -2.505 -0.071 0.731  0.20

For the LUMO energy, the calculation gives 0.74 eV. Its multiplicity is 1. Its SMILES is FC/C(F)=C(/F)Cl. As for the charge: 0.

***

## b
C3H2ClF3 in the gas phase. Source: the Open Molecules 2025 dataset; level of theory: ωB97M-V with the def2-TZVPD basis set.

Each line ends with the natural charge from an NBO analysis.
Atoms and positions in Å:
C -1.407 -0.707 -0.174  0.31
F -2.502 0.764 1.267  -0.31
F -0.240 -0.119 -0.359  -0.30
Cl -4.125 -0.418 -0.288  -0.04
C -2.508 0.292 -0.002  0.63
F -2.418 1.307 -0.841  -0.30
H -0.709 -2.748 -0.229  0.22
C -1.553 -2.043 -0.191  -0.45
H -2.345 -2.746 -0.120  0.24

For the LUMO energy, the calculation gives 0.81 eV. Its multiplicity is 1. Its SMILES is C=C(F)C(F)(F)Cl. As for the charge: 0.

***

## c
2 unconnected molecules or ions with the total composition C3H2ClF3. Source: the Open Molecules 2025 dataset; level of theory: ωB97M-V with the def2-TZVPD basis set.

Each line ends with the natural charge from an NBO analysis.
Atoms and positions in Å:
F 0.622 1.520 -1.028  -0.36
Cl -1.514 -0.330 2.245  0.10
H 1.039 -0.716 -1.829  0.19
C -0.169 0.453 -0.735  0.35
C -0.707 0.854 1.457  0.30
C 0.627 -0.831 -0.863  -0.13
F -0.139 -1.934 -0.918  -0.35
H 1.342 -1.075 -0.066  0.20
F -1.099 2.060 1.737  -0.30

For the LUMO energy (alpha / beta), the calculation gives -1.04 / -1.04 eV. Its multiplicity is 1. As for the charge: 0.

***

## d
2 unconnected molecules or ions with the total composition C3H2ClF3. Source: the Open Molecules 2025 dataset; level of theory: ωB97M-V with the def2-TZVPD basis set.

Each line ends with the natural charge from an NBO analysis.
Atoms and positions in Å:
Cl -0.888 3.024 0.880  -0.04
C -0.568 2.263 -0.636  0.35
F -1.823 -0.382 1.945  -0.33
F -1.704 2.343 -1.261  -0.32
H 0.880 -0.714 0.044  0.24
H -0.864 -1.099 -0.505  0.25
C -0.506 -0.327 1.506  0.74
C -0.191 -0.664 0.300  -0.59
F 0.350 0.066 2.434  -0.29

For the LUMO energy, the calculation gives -0.51 eV. Its multiplicity is 1. As for the charge: 0.

***

In hartree, relative to the most stable structure: a 0.0161; b 0.0000; c 0.1879; d 0.0979.

***

## a
C6H8O3S in the gas phase. Source: the Open Molecules 2025 dataset; level of theory: ωB97M-V with the def2-TZVPD basis set.

Each line ends with the natural charge from an NBO analysis.
Atoms and positions in Å:
C -1.074 -0.454 0.718  0.74
H 1.396 1.429 0.402  0.20
C 2.802 -0.869 0.495  -0.39
H 0.147 0.194 -2.215  0.23
C 0.802 0.691 -0.097  0.06
H -0.523 1.673 -1.417  0.22
C 1.653 -0.669 -0.054  -0.22
S -3.556 -0.920 0.539  1.25
O -4.891 -0.254 0.536  -0.86
C 0.398 1.077 -1.555  -0.64
H 3.439 -0.098 0.875  0.19
O -0.963 -1.574 0.238  -0.61
H 1.271 1.680 -2.001  0.23
H 1.071 -1.553 -0.449  0.24
H 3.172 -1.932 0.577  0.21
C -2.357 0.034 1.156  -0.61
H -2.490 0.971 1.471  0.23
O -0.297 0.575 0.783  -0.48

For the LUMO energy, the calculation gives -1.06 eV. Its multiplicity is 1. As for the charge: 0.

***

## b
C6H8O3S in the gas phase. Source: the Open Molecules 2025 dataset; level of theory: ωB97M-V with the def2-TZVPD basis set.

Each line ends with the natural charge from an NBO analysis.
Atoms and positions in Å:
H -1.409 3.486 -0.289  0.23
H 0.729 2.289 -0.413  0.24
S -0.179 0.280 1.031  1.27
C -1.980 0.440 1.003  -0.44
H 0.561 -2.412 -2.024  0.23
H 1.744 -1.058 -2.043  0.23
O 1.777 -0.367 1.561  -0.54
C -1.217 2.500 0.053  -0.20
C -2.338 1.743 0.707  -0.22
C -0.024 1.908 0.154  -0.35
H -3.372 2.175 0.761  0.23
H -2.577 -0.244 1.573  0.24
O 2.307 -1.008 0.497  -0.30
H 0.812 -2.602 0.591  0.16
C 1.504 -2.010 -1.560  -0.64
O 0.099 -0.776 -0.149  -0.71
C 1.188 -1.706 -0.078  0.36
H 2.376 -2.641 -1.375  0.23

For the LUMO energy (alpha / beta), the calculation gives -0.44 / -0.44 eV. Its multiplicity is 1. Its SMILES is C[C@H]1OOS2(=CC=CC=2)O1. As for the charge: 0.

***

In hartree, relative to the most stable structure: a 0.0000; b 0.1665.

***

## a
2 unconnected molecules or ions with the total composition C6H11NO. Source: the Open Molecules 2025 dataset; level of theory: ωB97M-V with the def2-TZVPD basis set.

Each line ends with the natural charge from an NBO analysis.
Atoms and positions in Å:
C -0.867 0.017 -0.803  0.20
H -1.407 3.153 -0.291  0.25
H -2.417 -3.839 0.700  0.49
H 1.303 -0.925 1.391  0.27
H -0.941 -0.834 -1.475  0.25
H 1.425 -1.403 -0.162  0.25
C 0.221 0.396 0.085  0.11
O -2.709 -2.947 0.502  -0.97
H -3.425 -2.942 -0.150  0.48
H 0.675 2.212 1.117  0.27
C -1.082 2.131 -0.274  0.17
C 1.362 -0.468 0.396  -0.49
H 3.503 -0.490 0.135  0.24
C 2.737 0.263 0.277  -0.60
H 2.740 0.882 -0.623  0.21
C 0.014 1.708 0.440  -0.31
H 2.994 0.874 1.144  0.22
N -1.582 1.107 -1.048  -0.51
H -2.543 1.105 -1.362  0.45

For the LUMO energy (alpha / beta), the calculation gives -3.49 / -7.13 eV. Its multiplicity is 2. Its expectation value of S² is 0.764. As for the charge: +1.

***

## b
A molecular structure, C6H11NO. Source: the Open Molecules 2025 dataset; level of theory: ωB97M-V with the def2-TZVPD basis set.

Each line ends with the natural charge from an NBO analysis.
Atoms and positions in Å:
C 1.296 0.434 0.173  0.12
C 0.454 0.230 -0.960  -0.04
H -1.583 1.234 1.220  0.28
O -2.938 -0.350 1.484  -0.50
N 2.548 -0.231 0.492  -0.36
H 1.079 1.200 0.926  0.27
H -1.588 2.168 -0.329  0.26
H 3.281 -2.187 0.224  0.25
H -1.584 -0.060 -1.556  0.26
C -1.655 1.176 0.105  -0.52
H 1.614 -2.199 0.673  0.24
C -2.890 0.647 0.837  0.40
H -1.068 -0.943 -0.148  0.28
H -3.780 1.285 0.698  0.15
C 2.362 -1.658 0.105  -0.46
H 2.441 0.369 -0.456  0.39
H 2.118 -1.745 -0.957  0.21
H 0.881 0.601 -1.887  0.26
C -0.988 0.028 -0.644  -0.50

For the LUMO energy (alpha / beta), the calculation gives -6.29 / -7.07 eV. Its multiplicity is 2. Its expectation value of S² is 0.759. As for the charge: +1.

***

In hartree, relative to the most stable structure: a 0.0000; b 0.2308.